{
  "formula": "C47H90N2O15S",
  "method": "ωB97M-V/def2-TZVPD",
  "total_energy_ev": -94721.0689,
  "charge": 0,
  "homo_ev": -9.1,
  "lumo_ev": 0.22,
  "relative_energy_kj_mol": 387.0,
  "spin_multiplicity": 1,
  "elements": ["C", "O", "C", "O", "C", "C", "C", "C", "C", "C", "C", "S", "C", "N", "N", "C", "O", "H", "H", "H", "H", "H", "H", "H", "H", "H", "H", "H", "H", "H", "H", "H", "H", "H", "H", "C", "C", "O", "C", "H", "H", "H", "H", "H", "H", "C", "C", "O", "C", "H", "H", "H", "H", "H", "H", "C", "C", "O", "C", "H", "H", "H", "H", "H", "H", "C", "C", "O", "C", "H", "H", "H", "H", "H", "H", "C", "C", "O", "C", "H", "H", "H", "H", "H", "H", "C", "C", "O", "C", "H", "H", "H", "H", "H", "H", "C", "C", "O", "C", "H", "H", "H", "H", "H", "H", "C", "C", "O", "C", "H", "H", "H", "H", "H", "H", "C", "C", "O", "C", "H", "H", "H", "H", "H", "H", "C", "C", "O", "C", "H", "H", "H", "H", "H", "H", "C", "C", "O", "C", "H", "H", "H", "H", "H", "H", "C", "C", "O", "C", "H", "H", "H", "H", "H", "H"],
  "xyz": [[-2.11, -7.37, 1.57], [-1.26, -7.09, 0.41], [-2.08, -7.15, -0.78], [-2.30, -8.29, -1.27], [-2.66, -5.80, -1.44], [-2.13, -4.52, -0.61], [-2.90, -3.16, -0.96], [-4.48, -3.20, -0.72], [-4.92, -3.81, 0.71], [-6.48, -4.23, 0.56], [-7.02, -4.89, 1.91], [-7.53, -6.66, 1.79], [-6.91, -7.43, 0.24], [-7.79, -7.23, -0.89], [-7.21, -7.89, -1.92], [-5.99, -8.47, -1.44], [-5.76, -8.19, -0.05], [-2.69, -8.35, 1.45], [-2.91, -6.54, 1.64], [-1.51, -7.33, 2.54], [-3.79, -5.82, -1.58], [-2.18, -5.75, -2.49], [-2.20, -4.73, 0.51], [-1.03, -4.37, -0.91], [-2.74, -2.96, -2.09], [-2.41, -2.29, -0.38], [-4.91, -2.14, -0.82], [-4.98, -3.86, -1.52], [-4.27, -4.68, 1.06], [-4.86, -2.95, 1.49], [-7.04, -3.22, 0.44], [-6.70, -4.82, -0.39], [-7.96, -4.30, 2.22], [-6.29, -4.77, 2.81], [-5.29, -9.11, -2.09], [0.77, -0.33, 1.90], [-0.46, 0.02, 1.10], [-0.97, -0.79, 0.34], [-1.05, 1.39, 1.29], [1.08, -1.35, 1.66], [1.58, 0.35, 1.64], [0.55, -0.27, 2.96], [-0.32, 2.15, 1.01], [-1.34, 1.52, 2.34], [-1.93, 1.50, 0.66], [2.28, 4.56, 3.07], [1.05, 4.91, 2.28], [0.54, 4.11, 1.51], [0.47, 6.28, 2.47], [2.59, 3.54, 2.83], [3.09, 5.24, 2.81], [2.06, 4.62, 4.14], [1.20, 7.04, 2.18], [0.17, 6.42, 3.51], [-0.42, 6.39, 1.84], [-0.01, -1.46, -4.16], [-1.29, -1.53, -4.94], [-2.31, -1.98, -4.44], [-1.27, -1.04, -6.36], [-0.17, -1.85, -3.15], [0.76, -2.06, -4.65], [0.32, -0.42, -4.08], [-0.56, -1.62, -6.95], [-1.00, 0.02, -6.38], [-2.26, -1.16, -6.80], [-2.31, 6.08, 6.56], [-0.82, 6.28, 6.49], [-0.27, 6.61, 5.45], [-0.03, 6.06, 7.76], [-2.74, 6.27, 5.58], [-2.53, 5.05, 6.85], [-2.75, 6.77, 7.28], [-0.15, 5.03, 8.10], [-0.37, 6.75, 8.53], [1.03, 6.24, 7.56], [-6.53, 2.71, 5.99], [-5.09, 2.71, 6.43], [-4.67, 3.52, 7.23], [-4.19, 1.67, 5.82], [-7.07, 3.51, 6.51], [-6.60, 2.88, 4.92], [-7.00, 1.75, 6.25], [-4.15, 1.79, 4.74], [-4.55, 0.67, 6.07], [-3.18, 1.79, 6.22], [-7.30, -0.50, -5.81], [-6.40, -0.02, -4.71], [-6.84, 0.43, -3.68], [-4.91, -0.13, -4.95], [-8.34, -0.37, -5.51], [-7.13, 0.08, -6.72], [-7.13, -1.57, -6.00], [-4.63, 0.47, -5.82], [-4.63, -1.17, -5.10], [-4.38, 0.25, -4.07], [0.88, -7.20, -2.13], [2.22, -6.73, -2.63], [2.31, -5.81, -3.42], [3.44, -7.44, -2.11], [0.09, -6.59, -2.58], [0.72, -8.24, -2.40], [0.83, -7.08, -1.04], [3.40, -8.50, -2.39], [3.50, -7.34, -1.03], [4.33, -7.00, -2.56], [4.38, -0.75, -2.39], [4.18, -1.36, -3.76], [3.98, -0.66, -4.73], [4.22, -2.86, -3.86], [4.32, 0.33, -2.47], [3.60, -1.10, -1.71], [5.37, -1.02, -2.01], [3.44, -3.30, -3.24], [5.20, -3.22, -3.54], [4.06, -3.16, -4.90], [6.79, 5.19, 6.05], [5.56, 5.54, 5.26], [5.05, 4.74, 4.49], [4.98, 6.91, 5.45], [7.10, 4.17, 5.81], [7.60, 5.87, 5.79], [6.57, 5.25, 7.12], [5.71, 7.67, 5.16], [4.68, 7.05, 6.49], [4.09, 7.02, 4.82], [8.54, -3.10, -7.14], [8.52, -2.59, -5.73], [9.23, -3.09, -4.87], [7.60, -1.45, -5.41], [9.25, -3.92, -7.23], [7.54, -3.46, -7.42], [8.85, -2.30, -7.82], [6.57, -1.74, -5.60], [7.87, -0.57, -6.00], [7.70, -1.19, -4.35], [-1.04, 2.29, -4.48], [-2.15, 2.64, -5.43], [-2.51, 1.87, -6.30], [-2.81, 3.98, -5.25], [-0.66, 1.30, -4.72], [-0.23, 3.01, -4.58], [-1.41, 2.28, -3.46], [-2.08, 4.78, -5.39], [-3.27, 4.04, -4.26], [-3.60, 4.10, -6.00], [9.90, 8.89, 5.36], [8.62, 8.82, 4.58], [7.60, 8.37, 5.08], [8.64, 9.31, 3.16], [9.74, 8.50, 6.37], [10.67, 8.29, 4.87], [10.23, 9.93, 5.44], [9.35, 8.73, 2.57], [8.91, 10.37, 3.14], [7.64, 9.20, 2.72]],
  "mulliken_charge": [-0.395, -0.275, 0.420, -0.621, -0.018, -0.522, 0.407, -0.984, 0.253, -0.710, -0.548, -0.156, 0.319, -0.193, -0.357, -0.016, -0.179, 0.265, -0.008, 0.251, 0.138, 0.233, 0.254, 0.344, -0.141, -0.096, 0.531, 0.262, -0.354, 0.236, 0.300, 0.415, 0.365, 0.346, 0.368, -1.144, 0.781, -0.566, -0.869, 0.277, 0.311, 0.356, 0.241, 0.275, 0.281, -0.822, 0.719, -0.599, -0.754, 0.248, 0.270, 0.265, 0.330, 0.088, 0.298, -0.787, 0.849, -0.534, -1.118, 0.128, 0.314, 0.292, 0.420, 0.228, 0.241, -0.962, 0.778, -0.603, -1.049, 0.285, 0.214, 0.349, 0.330, 0.360, 0.213, -1.124, 0.848, -0.547, -1.052, 0.288, 0.332, 0.345, 0.291, 0.347, 0.278, -1.150, 0.634, -0.592, -0.691, 0.325, 0.327, 0.317, 0.297, 0.284, 0.223, -0.690, 0.661, -0.561, -1.172, 0.081, 0.412, 0.307, 0.332, 0.322, 0.310, -1.332, 1.074, -0.588, -1.263, 0.343, 0.330, 0.341, 0.399, 0.429, 0.276, -1.002, 0.900, -0.542, -0.731, 0.317, 0.130, 0.316, 0.192, 0.334, 0.176, -1.066, 0.802, -0.562, -0.892, 0.303, 0.302, 0.314, 0.158, 0.421, 0.214, -0.442, 0.915, -0.542, -1.354, -0.401, 0.422, 0.329, 0.373, 0.326, 0.328, -1.134, 0.752, -0.536, -1.124, 0.287, 0.329, 0.366, 0.332, 0.345, 0.290]
}